(1)
13
Properties=species:S:1:pos:R:3:nbo_charge:R:1 method="wB97M-V/def2-TZVPD" lumo_energy_ev=-3.51 charge=+1 spin_multiplicity=1 relative_energy_kcal_mol=19.83 homo_ev=-14.5 gap_ev=10.94
N 0.304 -1.558 -1.011 -1.11
P -0.020 0.063 0.105 2.15
N 0.489 -0.291 1.631 -1.16
N 0.849 1.265 -0.590 -1.15
N -1.584 0.565 0.220 -1.19
H -0.085 -2.462 -0.673 0.42
H 0.168 -1.348 -2.006 0.40
H 1.466 -0.006 1.914 0.45
H -0.217 0.023 2.235 0.42
H 1.777 1.430 -0.227 0.44
H 0.874 1.073 -1.563 0.42
H -2.308 -0.134 0.429 0.45
H -1.714 1.380 -0.464 0.46



(2)
130
Properties=species:S:1:pos:R:3:mulliken_charge:R:1 method="wB97M-V/def2-TZVPD" lumo_energy_ev=0.06 charge=0 spin_multiplicity=1 relative_energy_kcal_mol=0.00 homo_ev=-8.7 gap_ev=8.72
C 0.196 -2.092 -4.207 -0.76
O -0.414 -0.909 -4.666 -0.47
C -0.084 0.209 -3.873 0.21
C -0.816 1.446 -4.405 0.20
C -0.184 2.737 -3.872 -1.34
N -2.252 1.549 -4.090 -0.75
H -0.030 -2.912 -4.889 0.42
H -0.198 -2.385 -3.229 0.16
H 1.289 -2.042 -4.166 0.35
H -0.258 -0.001 -2.811 -0.43
H 0.988 0.434 -3.974 0.58
H -0.720 1.269 -5.482 0.44
H -0.338 2.856 -2.797 -0.02
H -0.677 3.622 -4.273 0.39
H 0.886 2.782 -4.085 0.45
H -2.262 1.595 -3.067 0.46
H -2.539 0.582 -4.242 0.01
C -0.990 -2.180 3.313 -0.23
O -0.243 -2.730 4.356 -0.51
C 0.986 -3.302 3.928 -0.66
C 0.727 -4.596 3.128 1.64
C -0.070 -5.585 3.961 -1.65
N 1.971 -5.274 2.664 -0.62
H -1.843 -1.604 3.680 0.05
H -1.491 -2.957 2.730 0.19
H -0.348 -1.491 2.757 0.18
H 1.509 -2.521 3.364 0.32
H 1.577 -3.499 4.825 0.39
H 0.189 -4.316 2.221 -0.57
H -1.038 -5.158 4.228 0.36
H 0.416 -5.671 4.938 0.38
H -0.198 -6.553 3.483 0.47
H 2.655 -4.522 2.581 0.09
H 2.306 -5.792 3.474 0.33
C -5.584 -3.499 0.106 -0.64
O -5.788 -2.436 -0.797 -0.37
C -4.787 -2.435 -1.805 -0.24
C -5.169 -1.465 -2.924 0.37
C -4.031 -1.412 -3.958 -1.24
N -5.377 -0.140 -2.369 -0.72
H -4.700 -3.285 0.716 0.15
H -5.432 -4.457 -0.403 0.33
H -6.437 -3.677 0.759 0.27
H -3.837 -2.186 -1.319 -0.05
H -4.706 -3.433 -2.255 0.50
H -6.085 -1.797 -3.415 0.28
H -4.152 -0.698 -4.771 0.47
H -3.921 -2.393 -4.426 0.48
H -3.081 -1.157 -3.483 -0.10
H -5.900 -0.227 -1.503 0.36
H -4.504 0.275 -2.054 0.20
C 4.136 1.644 2.608 -0.40
O 3.709 2.809 3.286 -0.40
C 3.072 3.753 2.458 0.07
C 2.833 5.046 3.283 0.32
C 1.902 6.002 2.522 -1.32
N 4.045 5.738 3.673 -0.77
H 4.509 0.947 3.358 0.34
H 4.912 1.878 1.876 0.30
H 3.358 1.055 2.113 -0.04
H 3.679 4.013 1.579 0.22
H 2.130 3.370 2.049 -0.18
H 2.288 4.760 4.186 0.38
H 1.750 6.848 3.191 0.38
H 0.911 5.636 2.248 0.26
H 2.380 6.272 1.578 0.27
H 4.698 5.676 2.891 0.30
H 4.540 5.124 4.318 0.33
C -1.603 3.225 3.795 -0.79
O -2.474 2.174 3.394 -0.41
C -2.945 2.341 2.087 -0.18
C -4.215 1.538 1.804 -0.17
C -4.010 0.014 1.872 -1.04
N -4.720 1.804 0.438 -0.61
H -0.628 3.196 3.309 0.21
H -1.559 3.121 4.880 0.35
H -2.104 4.192 3.683 0.38
H -3.219 3.391 1.905 0.44
H -2.155 2.151 1.353 0.06
H -5.036 1.763 2.492 0.57
H -3.219 -0.247 1.170 -0.06
H -4.942 -0.516 1.672 0.47
H -3.774 -0.228 2.911 0.35
H -4.999 2.777 0.323 0.19
H -5.627 1.354 0.358 0.27
C 1.740 3.992 -0.868 -0.34
C 0.340 4.337 -0.346 1.30
O -0.332 5.248 -1.176 -0.56
H 1.918 2.921 -0.732 -0.52
H 2.568 4.518 -0.394 0.52
H 1.771 4.106 -1.952 0.55
H 0.310 4.675 0.693 -0.67
H -0.244 3.412 -0.363 -0.52
H -0.335 6.148 -0.848 0.31
C 1.522 0.518 -0.096 -0.40
C 0.814 -0.824 -0.107 -0.19
O -0.577 -0.560 -0.035 1.11
H 1.208 1.090 -0.971 -0.42
H 2.599 0.364 -0.187 0.60
H 1.328 1.071 0.821 0.12
H 1.119 -1.419 0.765 0.03
H 1.116 -1.497 -0.916 -0.20
H -1.043 -1.398 0.120 -0.51
C 5.045 0.624 -2.557 -1.00
C 4.629 2.067 -2.315 0.48
O 5.596 2.953 -2.881 -0.59
H 5.912 0.334 -1.960 0.38
H 5.331 0.450 -3.595 0.37
H 4.207 -0.048 -2.360 0.08
H 4.610 2.371 -1.265 -0.02
H 3.686 2.274 -2.820 0.00
H 6.375 2.923 -2.319 0.32
C 2.594 -5.212 -2.602 -1.37
C 2.975 -4.314 -1.457 -0.09
O 1.930 -4.181 -0.497 -0.20
H 1.730 -4.847 -3.162 0.24
H 2.258 -6.192 -2.253 0.38
H 3.419 -5.369 -3.297 0.42
H 3.302 -3.326 -1.775 0.25
H 3.776 -4.833 -0.918 0.33
H 1.683 -5.069 -0.214 0.14
O -2.347 1.511 -1.061 -0.42
H -3.188 1.482 -0.553 0.18
H -1.751 0.916 -0.585 0.11
O -0.964 -3.288 0.271 -0.59
H -0.047 -3.396 -0.011 0.04
H -1.375 -4.143 0.109 0.24
O 4.017 -2.822 1.593 -0.65
H 4.573 -3.569 1.833 0.27
H 3.368 -3.185 0.978 0.26



(3)
112
Properties=species:S:1:pos:R:3:mulliken_spin:R:1 method="wB97M-V/def2-TZVPD" lumo_energy_ev="-7.38 / -6.88" charge=+2 spin_multiplicity=2 s2=0.762 homo_ev="-12.4 / -12.4" gap_ev="5.02 / 5.52"
V -0.670 -0.163 0.091 1.08
O -4.393 0.447 -1.281 0.02
C -3.322 0.750 -0.832 0.01
O -2.252 -0.037 -0.953 0.02
C -3.104 2.073 -0.146 -0.01
C -3.978 3.130 -0.379 0.00
C -3.743 4.330 0.268 -0.01
C -2.688 4.533 1.143 0.00
C -1.823 3.479 1.362 0.00
C -2.047 2.261 0.735 0.01
O -1.284 1.171 0.974 -0.05
N -0.675 3.681 2.263 0.00
O 0.338 3.043 2.027 0.00
O -0.813 4.467 3.165 0.00
N -4.658 5.469 0.010 0.00
O -5.622 5.244 -0.684 0.00
O -4.364 6.528 0.518 0.00
H -4.826 3.010 -1.039 0.00
H -2.547 5.486 1.634 0.00
C 2.898 0.220 2.580 0.00
C 2.830 -0.942 3.332 0.00
C 1.809 -1.849 3.095 0.00
C 0.883 -1.559 2.110 0.00
N 0.957 -0.434 1.382 -0.03
C 1.936 0.440 1.611 0.00
C -0.283 -2.422 1.802 0.01
C -0.410 -3.729 2.231 0.00
C -1.562 -4.431 1.905 0.00
C -2.552 -3.816 1.154 0.00
C -2.350 -2.521 0.719 0.01
N -1.236 -1.848 1.037 -0.04
H 3.672 0.956 2.741 0.00
H 3.556 -1.133 4.110 0.00
H 1.719 -2.743 3.693 0.00
H 1.930 1.344 1.016 0.00
H 0.369 -4.192 2.818 0.00
H -1.685 -5.452 2.238 0.00
H -3.466 -4.328 0.893 0.00
H -3.066 -1.991 0.105 0.00
O 0.236 -1.047 -1.234 -0.04
P 0.950 -1.015 -2.648 -0.01
C 2.642 -1.577 -2.382 0.00
C 3.390 -1.778 -3.731 0.00
C 3.534 -3.258 -4.067 0.00
C 4.351 -3.997 -2.996 0.00
C 4.165 -3.386 -1.600 0.00
C 2.765 -2.798 -1.449 0.00
C 1.059 0.738 -3.125 -0.01
C 1.064 0.985 -4.668 0.00
C 0.143 2.137 -5.064 0.00
C 0.419 3.378 -4.223 0.00
C 0.291 3.099 -2.708 0.00
C 0.026 1.621 -2.418 0.01
C 0.024 -2.050 -3.788 0.00
C -1.295 -1.380 -4.278 0.00
C -2.521 -2.003 -3.621 0.00
C -2.654 -3.483 -3.989 0.00
C -1.282 -4.162 -4.094 0.00
C -0.250 -3.462 -3.214 0.00
H 3.101 -0.726 -1.864 0.00
H 4.380 -1.326 -3.641 0.00
H 2.901 -1.242 -4.549 0.00
H 4.010 -3.366 -5.041 0.00
H 2.543 -3.708 -4.167 0.00
H 5.408 -3.978 -3.261 0.00
H 4.059 -5.048 -2.982 0.00
H 4.898 -2.590 -1.435 0.00
H 4.348 -4.134 -0.829 0.00
H 2.564 -2.488 -0.421 0.00
H 2.027 -3.563 -1.697 0.00
H 2.039 1.033 -2.733 0.00
H 0.786 0.086 -5.220 0.00
H 2.085 1.224 -4.970 0.00
H -0.904 1.837 -4.971 0.00
H 0.298 2.363 -6.119 0.00
H -0.260 4.178 -4.513 0.00
H 1.426 3.737 -4.446 0.00
H -0.516 3.690 -2.272 0.00
H 1.207 3.399 -2.192 0.00
H -0.988 1.337 -2.701 0.00
H 0.097 1.489 -1.321 0.01
H 0.713 -2.171 -4.633 0.00
H -1.355 -1.508 -5.361 0.00
H -1.284 -0.303 -4.107 0.00
H -3.412 -1.453 -3.926 0.00
H -2.455 -1.873 -2.540 0.00
H -3.185 -3.585 -4.937 0.00
H -3.267 -3.988 -3.241 0.00
H -0.924 -4.145 -5.127 0.00
H -1.349 -5.214 -3.816 0.00
H 0.673 -4.040 -3.186 0.00
H -0.619 -3.392 -2.186 0.00
C -0.521 1.265 8.736 0.00
C -1.397 1.902 7.670 0.00
N -1.398 1.150 6.417 0.00
C -0.691 1.263 5.289 0.00
S -1.047 0.208 3.998 0.00
N 0.286 2.168 5.122 0.00
C 0.784 3.249 5.970 0.00
C 2.060 3.795 5.356 0.00
H -0.505 1.881 9.634 0.00
H 0.504 1.149 8.381 0.00
H -0.893 0.279 9.013 0.00
H -1.107 2.930 7.479 0.00
H -2.437 1.942 7.997 0.00
H -2.011 0.350 6.383 0.00
H 0.618 2.180 4.170 0.00
H 0.988 2.865 6.970 0.00
H 0.042 4.047 6.051 0.00
H 2.824 3.019 5.299 0.00
H 2.451 4.612 5.960 0.00
H 1.870 4.181 4.354 0.00



(4)
25
Properties=species:S:1:pos:R:3:nbo_charge:R:1 method="wB97M-V/def2-TZVPD" lumo_energy_ev=0.81 charge=0 spin_multiplicity=1 relative_energy_kcal_mol=50.36 homo_ev=-7.7 gap_ev=8.46
C 1.314 2.236 1.608 -0.22
C 1.455 0.903 1.953 -0.21
C 0.500 2.591 0.592 -0.21
C 0.880 -0.100 1.117 -0.15
C 0.049 0.326 0.137 0.17
C -0.154 1.628 -0.260 -0.13
C -0.328 -2.130 1.490 -0.20
C -1.060 -2.077 0.349 -0.21
C 1.117 -1.577 1.235 -0.37
C -0.181 -1.628 -0.860 -0.19
C -0.989 2.036 -1.412 -0.62
C -0.787 -1.791 -2.242 -0.64
S 1.459 -1.912 -0.565 0.33
H 1.888 3.071 2.227 0.22
H 2.097 0.632 2.758 0.20
H 0.224 3.673 0.512 0.21
H -0.646 -2.293 2.496 0.23
H -2.111 -2.303 0.161 0.23
H 2.055 -1.790 1.806 0.26
H -0.439 2.105 -2.312 0.22
H -1.647 1.263 -1.698 0.21
H -1.588 2.842 -1.266 0.22
H -1.693 -1.221 -2.377 0.23
H -1.244 -2.863 -2.398 0.22
H -0.169 -1.620 -3.051 0.23